[1]
The following is a DFT calculation (ωB97M-V/def2-TZVPD) of an isolated molecule of C2H4FPSi at a distorted geometry.

Calculated values
SMILES = FP1=CC=1[SiH3]
Multiplicity = 1
Net charge = 0
Orbital gap = 10.534 eV

Last column: natural (NBO) charge in e.
Geometry (Å):
C -0.9042 0.2713 1.0680  -0.451
C -0.3901 0.3426 -0.1727  -0.678
F -0.0069 2.8049 1.0151  -0.620
Si 0.8195 -1.0199 -0.9545  0.829
P -1.2645 1.8589 0.2360  1.081
H -0.8907 -0.4109 1.8617  0.227
H 1.3349 -0.3436 -2.0994  -0.136
H -0.3284 -1.9670 -1.2119  -0.134
H 1.6305 -1.5362 0.2575  -0.117

Atoms 1-6, force components in eV/Å:
-0.184 2.031 -3.149
0.984 -1.295 1.191
-1.544 -0.873 -1.176
-2.688 0.776 2.296
2.029 -0.307 2.035
-0.185 -0.584 1.139

=====

[2]
The following is a DFT calculation (ωB97M-V/def2-TZVPD) of an isolated molecule of C2H4IN at a distorted geometry.

Calculated values
SMILES = [H]/N=C/CI
Multiplicity = 1
Net charge = 0
Orbital gap = 9.705 eV

Last column: natural (NBO) charge in e.
Geometry (Å):
C -0.1800 -0.6167 -0.4643  0.180
C 0.2077 0.7900 0.7324  -0.567
N -0.5739 -0.2299 -1.5756  -0.644
I 0.1614 -0.0799 2.6829  0.070
H 0.1018 -1.6344 -0.1634  0.166
H -0.3787 1.6082 0.5760  0.201
H 1.3486 1.0091 0.5868  0.229
H -0.6869 -0.8464 -2.3749  0.365

Atoms 1-6, force components in eV/Å:
0.969 3.040 1.359
3.632 -5.535 -1.664
-0.066 0.850 -0.097
-0.263 0.317 -0.107
-0.071 0.282 0.371
-1.820 1.935 -0.331

=====

[3]
The following is a DFT calculation (ωB97M-V/def2-TZVPD) of a structure of composition C2H4IN2 at a distorted geometry.

Calculated values
Multiplicity = 1
Net charge = +1
Orbital gap = 8.420 eV

Last column: natural (NBO) charge in e.
Geometry (Å):
C -0.0882 -1.0084 0.1072  0.126
C 1.4536 0.8556 0.0963  0.751
N 0.7134 -0.0634 0.4349  -0.506
N 2.2151 1.6875 -0.2257  -0.513
I -2.7174 0.0894 -0.0025  0.061
H -0.1953 -1.3384 -0.9231  0.228
H -0.4156 -1.6699 0.9009  0.236
H -3.8149 -0.9546 -0.4461  0.142
H 2.8492 2.4023 0.0581  0.475

Atoms 1-6, force components in eV/Å:
0.372 -0.644 -0.151
1.185 1.034 -0.738
-0.707 -0.506 0.747
-0.727 -0.628 -0.032
0.266 0.657 0.234
-0.071 0.183 0.006

=====

[4]
The following is a DFT calculation (ωB97M-V/def2-TZVPD) of an isolated molecule of C2H4INO2 at a distorted geometry.

Calculated values
Multiplicity = 3
Net charge = 0
Orbital gap (alpha / beta) = 7.426 / 7.031 eV
Expectation value of S² = 2.01

Last column: natural (NBO) charge in e.
Geometry (Å):
C 0.6912 -0.3283 -0.3526  0.865
C -1.6402 -0.0966 0.3007  -0.258
N 1.7381 0.5089 -0.4695  -0.862
O 0.6812 -1.5221 -0.2160  -0.555
O -0.5908 0.5590 -0.2781  -0.589
I 3.6359 0.1342 -0.0295  0.440
H -1.8471 -0.8648 -0.4386  0.191
H -2.5885 0.6042 0.4212  0.187
H -1.4229 -0.3876 1.3757  0.176
H 1.3431 1.3930 -0.3132  0.405

Atoms 1-6, force components in eV/Å:
-2.936 -0.458 0.584
-2.678 0.359 1.348
-4.189 0.104 -1.058
-0.339 1.250 -0.322
4.375 -0.071 -0.333
4.799 -0.963 1.035

=====

Relative energy (zero: lowest compared OMol25 entry of this formula, charge and spin) values, unit kcal per mole, following the record order: 6.0; 35.8; 34.1; 47.1.